{
  "formula": "C18H45N4O3Sr",
  "method": "ωB97M-V/def2-TZVPD",
  "e_homo_ev": -9.791,
  "energy_ev": -32323.474,
  "charge": 1,
  "lumo_ha": -0.1406,
  "relative_energy_kcal_mol": 5.3,
  "gap_ev": 5.965,
  "species": ["Sr", "N", "O", "O", "O", "C", "C", "N", "C", "C", "C", "C", "H", "H", "H", "H", "H", "H", "H", "H", "H", "H", "H", "H", "H", "H", "H", "C", "C", "N", "C", "C", "C", "C", "H", "H", "H", "H", "H", "H", "H", "H", "H", "H", "H", "H", "H", "H", "H", "C", "C", "N", "C", "C", "C", "C", "H", "H", "H", "H", "H", "H", "H", "H", "H", "H", "H", "H", "H", "H", "H"],
  "positions_angstrom": [[0.856197, -0.529423, -0.697662], [2.859197, 0.261577, 0.866338], [1.967197, -0.042423, 1.693338], [3.290197, -0.746423, 0.265338], [2.523197, 1.150577, 0.075338], [-1.586803, 4.666577, 3.978338], [-0.330803, 4.577577, 3.148338], [0.426197, 3.306577, 3.196338], [-0.280803, 2.024577, 3.139338], [-1.039803, 1.796577, 1.787338], [1.732197, 3.426577, 2.465338], [2.885197, 2.659577, 3.135338], [-1.841803, 5.746577, 4.084338], [-1.495803, 4.210577, 4.968338], [-2.404803, 4.119577, 3.478338], [0.291197, 5.434577, 3.416338], [-0.680803, 4.740577, 2.173338], [-0.851803, 2.000577, 3.997338], [0.518197, 1.303577, 3.344338], [-1.626803, 2.656577, 1.486338], [-1.697803, 0.955577, 1.967338], [-0.440803, 1.429577, 0.923338], [2.084197, 4.426577, 2.418338], [1.607197, 3.143577, 1.417338], [2.942197, 2.712577, 4.205338], [3.780197, 2.943577, 2.738338], [2.813197, 1.583577, 3.066338], [-2.395803, -0.690423, -0.215662], [-1.865803, -2.139423, -0.344662], [-0.622803, -2.282423, 0.445338], [-0.113803, -3.576423, 0.214338], [1.387197, -3.663423, 0.521338], [-0.799803, -2.037423, 1.910338], [-1.992803, -2.693423, 2.605338], [-3.107803, -0.577423, -1.002662], [-1.725803, 0.122577, -0.403662], [-2.899803, -0.505423, 0.726338], [-1.693803, -2.350423, -1.393662], [-2.589803, -2.828423, -0.012662], [-0.250803, -3.889423, -0.862662], [-0.633803, -4.373423, 0.664338], [1.607197, -3.798423, 1.557338], [1.911197, -2.809423, 0.190338], [1.823197, -4.453423, -0.014662], [-0.841803, -0.994423, 2.135338], [0.103197, -2.236423, 2.384338], [-2.922803, -2.285423, 2.123338], [-1.985803, -2.464423, 3.702338], [-1.936803, -3.728423, 2.422338], [1.871197, -2.493423, -2.924662], [0.524197, -2.134423, -3.396662], [0.040197, -0.760423, -3.130662], [0.919197, 0.313577, -3.608662], [1.319197, 0.241577, -5.083662], [-1.270803, -0.707423, -3.869662], [-2.161803, 0.478577, -3.688662], [2.121197, -2.434423, -1.877662], [2.654197, -1.862423, -3.404662], [2.145197, -3.460423, -3.293662], [-0.138803, -2.919423, -3.003662], [0.697197, -2.315423, -4.484662], [1.902197, 0.263577, -3.057662], [0.438197, 1.295577, -3.396662], [1.840197, 1.155577, -5.245662], [0.567197, 0.256577, -5.869662], [2.026197, -0.550423, -5.261662], [-1.898803, -1.553423, -3.607662], [-1.087803, -0.888423, -4.946662], [-3.098803, 0.403577, -4.220662], [-1.672803, 1.324577, -4.097662], [-2.485803, 0.642577, -2.619662]],
  "atomic_forces_ev_per_a": [[0.7, 0.5, 0.9], [-6.4, -4.2, -4.0], [0.3, 0.7, 3.7], [4.0, -1.7, 0.0], [1.3, 4.6, -0.6], [-0.6, -0.2, 0.4], [0.3, -1.0, 0.9], [1.3, 1.5, 0.4], [2.7, 1.6, -2.6], [0.3, -1.1, 0.9], [-0.9, -1.6, 0.9], [-2.5, -1.5, 0.6], [-0.1, -0.9, 0.0], [0.2, 0.3, 0.0], [0.1, 0.4, 0.2], [0.4, -0.4, 0.0], [-0.3, 0.6, -2.0], [-2.1, -0.2, 1.4], [-0.3, -0.3, -0.5], [0.0, 0.1, -0.1], [-0.6, 0.0, 0.0], [0.3, 0.7, 0.6], [-0.3, 1.3, 0.3], [0.2, -0.3, -0.1], [-0.2, 1.1, 0.7], [2.5, 0.8, -1.1], [-0.2, -0.3, -0.6], [-0.8, -1.4, -0.1], [0.8, 2.5, 0.7], [-1.3, 0.8, 0.2], [2.3, -1.5, -2.1], [-1.4, -0.2, 0.3], [-1.3, 0.6, -0.3], [-0.3, 1.7, -0.4], [-0.9, 0.1, -0.4], [0.9, 0.4, 0.1], [0.1, 0.0, 0.1], [0.4, -0.1, -0.2], [-1.1, -0.9, 0.4], [0.2, 0.8, 0.7], [-0.9, -0.9, 1.3], [0.1, 0.0, 0.7], [0.7, 1.2, -0.2], [0.5, -1.3, -0.6], [-0.3, 1.1, -0.5], [1.8, -1.1, 0.7], [0.6, -0.5, 0.8], [0.0, -0.3, -1.1], [-0.3, -1.5, 0.2], [2.6, 1.4, -0.1], [0.3, -0.5, -1.3], [-1.7, -0.7, -0.3], [0.6, 0.0, -0.4], [0.1, 0.4, 0.2], [-0.5, -0.9, -0.4], [-0.3, 0.5, 1.5], [-0.1, -0.3, 0.7], [-0.5, -0.1, 0.3], [-0.1, -0.8, 0.2], [-0.5, 0.7, -0.3], [-1.1, 0.3, 0.3], [-0.8, 0.2, -0.2], [0.3, -0.7, 0.0], [0.8, 0.8, -0.3], [-0.4, -0.3, 0.4], [0.2, -0.4, -0.2], [0.4, -0.5, 0.5], [0.1, 0.3, 0.4], [-0.1, -0.5, -0.4], [0.3, 1.3, 0.0], [0.7, 0.0, -1.0]],
  "lowdin_charge": [1.63, -0.54, -0.10, -0.10, -0.14, -0.10, -0.27, -0.18, -0.19, -0.05, -0.20, -0.08, 0.09, 0.08, 0.07, 0.12, 0.08, 0.08, 0.11, 0.08, 0.04, 0.03, 0.10, 0.09, 0.08, 0.04, 0.03, -0.07, -0.21, -0.30, -0.27, -0.04, -0.22, -0.04, 0.07, 0.02, 0.08, 0.09, 0.11, 0.13, 0.11, 0.09, 0.01, 0.08, 0.08, 0.10, 0.09, 0.11, 0.05, -0.10, -0.28, -0.29, -0.27, -0.06, -0.25, -0.07, 0.03, 0.10, 0.10, 0.12, 0.14, 0.11, 0.13, 0.08, 0.09, 0.07, 0.11, 0.13, 0.09, 0.06, 0.08]
}